1.
A cluster of 2 separate species, C2H6N3O2 in total. Source: the Open Molecules 2025 dataset; level of theory: ωB97M-V/def2-TZVPD.

Charge: -1
LUMO (eV): 4.19
Kohn-Sham gap (eV): 9.0
Relative energy (zero: lowest compared OMol25 entry of this formula, charge and spin) (kcal/mol): 2.1
Total energy (a.u.): -394.6568

Last column: natural (NBO) charge in e.
Cartesian coordinates (Å):
N1 -0.58296 -0.84319 0.87761  -0.8621
C1 -1.10051 0.42205 0.95873  0.5906
N2 -0.64640 1.28311 -0.00545  -0.8671
N3 -1.96990 0.82465 1.82862  -0.8689
H1 -0.85450 -1.45673 1.62009  0.3660
H2 0.16273 -1.12235 0.23003  0.4442
H3 0.23529 1.06390 -0.51425  0.4488
H4 -1.19236 2.10305 -0.17404  0.3811
H5 -2.29269 0.05390 2.40731  0.3048
O1 1.75484 -1.66718 -1.25797  -0.7853
C2 2.06618 -0.58859 -1.80553  0.6367
O2 1.64863 0.55547 -1.49897  -0.8044
H6 2.77165 -0.62808 -2.66617  0.0155

Force components x, y, z for each atom (eV/Å):
N 0.163 -0.166 -0.049
C 0.164 0.499 -0.579
N 0.560 -0.750 0.136
N -0.318 0.029 0.039
H 0.255 -0.176 0.008
H -0.256 0.253 0.137
H -0.643 0.134 0.001
H 0.142 0.153 0.155
H 0.095 -0.048 -0.043
O 0.131 -0.034 -0.124
C -0.672 0.069 0.596
O 0.261 0.128 -0.231
H 0.119 -0.091 -0.045

=====

2.
The ion C2H6N3O2 with charge +1. Source: the Open Molecules 2025 dataset; level of theory: ωB97M-V/def2-TZVPD.

Charge: +1
LUMO (eV): -5.95
Kohn-Sham gap (eV): 9.8
Relative energy (zero: lowest compared OMol25 entry of this formula, charge and spin) (kcal/mol): 88.7
Total energy (a.u.): -394.1401
SMILES: C/[NH+]=C(/N)[N+](=O)[O-]

Last column: natural (NBO) charge in e.
Cartesian coordinates (Å):
C1 1.52910 1.31578 -0.09838  -0.4025
N1 0.84707 -0.01752 -0.35489  -0.5515
C2 -0.48103 -0.61051 -0.08236  0.6110
N2 -0.98998 -1.80814 -0.23247  -0.7007
N3 -1.40388 0.32182 0.75011  0.5072
O1 -2.33281 -0.35215 1.17454  -0.3418
O2 -1.23510 1.47620 0.86550  -0.2432
H1 2.29194 1.43045 -0.88387  0.2376
H2 1.98731 1.09472 0.88640  0.2437
H3 0.80450 2.14777 -0.21526  0.2574
H4 1.54641 -0.51975 -0.94168  0.4392
H5 -1.97539 -1.99723 0.04445  0.4895
H6 -0.58814 -2.48143 -0.91210  0.4541

Force components x, y, z for each atom (eV/Å):
C -1.099 -0.348 0.376
N -3.744 -3.134 -0.880
C 5.108 3.395 0.030
N 0.650 -0.186 -1.614
N -1.632 -3.064 -0.249
O 0.193 0.973 0.270
O 0.933 1.211 -0.101
H -0.290 -0.272 0.379
H -0.190 1.235 -0.467
H 0.700 -0.547 0.710
H -1.570 -0.504 0.674
H 0.995 0.593 0.081
H -0.056 0.647 0.791

=====

3.
The ion C2H6N3O3 with charge -1. Source: the Open Molecules 2025 dataset; level of theory: ωB97M-V/def2-TZVPD.

Charge: -1
LUMO (spin up / spin down) (eV): 3.96 / 2.82
Kohn-Sham gap (spin up / spin down) (eV): 3.9 / 7.2
Multiplicity: 3
Relative energy (zero: lowest compared OMol25 entry of this formula, charge and spin) (kcal/mol): 0.0
Total energy (a.u.): -469.5035
Expectation value of S²: 2.007

Last column: Löwdin spin population.
Cartesian coordinates (Å):
C1 -1.00325 0.59143 0.37111  0.0718
C2 0.20390 -0.40360 -0.07987  0.0731
N1 0.13722 -0.76885 -1.44769  0.6869
N2 1.50811 1.59662 -0.58178  -0.0001
N3 -0.55862 -1.81640 -1.74977  0.4661
O1 -1.02835 -2.50049 -0.87937  0.2586
O2 -0.58852 -2.09467 -2.95494  0.3786
O3 1.38916 0.28665 0.19546  0.0228
H1 -1.30710 1.33206 -0.50286  0.0052
H2 -0.56121 1.18666 1.20373  0.0111
H3 -1.93699 0.02456 0.48182  0.0059
H4 0.28618 -1.31032 0.56485  0.0172
H5 0.93753 2.21474 -0.01179  0.0015
H6 1.12077 1.31751 -1.41113  0.0014

Force components x, y, z for each atom (eV/Å):
C 0.178 0.304 -2.388
C -1.373 0.411 0.585
N 3.750 5.239 1.020
N 1.592 -1.538 4.092
N -1.239 -0.069 -2.061
O -2.587 -4.054 5.192
O 0.158 -0.681 -4.061
O 1.430 1.906 -0.824
H 1.017 -1.373 1.575
H -0.979 -0.611 -0.199
H 0.448 0.109 0.792
H -0.496 0.671 -0.287
H -0.298 -0.009 -0.648
H -1.602 -0.305 -2.788

=====

4.
A cluster of 2 separate species, C2H6N3O3 in total. Source: the Open Molecules 2025 dataset; level of theory: ωB97M-V/def2-TZVPD.

Charge: +1
LUMO (eV): -3.75
Kohn-Sham gap (eV): 11.7
Relative energy (zero: lowest compared OMol25 entry of this formula, charge and spin) (kcal/mol): 23.5
Total energy (a.u.): -469.3443

Last column: natural (NBO) charge in e.
Cartesian coordinates (Å):
C1 -0.86705 -0.40307 1.08782  0.7693
C2 -1.26000 1.88042 0.68625  -0.4295
N1 -1.30232 -1.39805 1.52700  -0.4958
N2 -0.44417 0.73661 0.70310  -0.5590
N3 1.55855 -1.13352 -1.46247  0.7650
O1 2.70401 -1.24823 -2.18708  -0.5082
O2 1.37384 -0.07151 -1.00300  -0.4219
O3 0.77934 -2.00263 -1.37081  -0.3379
H1 -0.64322 2.70783 1.01115  0.2411
H2 -2.13228 1.65629 1.28157  0.2273
H3 -1.67902 2.33457 -0.26298  0.2479
H4 -1.40931 -1.89984 2.43795  0.4902
H5 2.82362 -2.00225 -2.77483  0.5249
H6 0.49801 0.84339 0.32633  0.4865

Force components x, y, z for each atom (eV/Å):
C 0.226 -0.032 0.981
C -2.013 2.782 -0.673
N -0.039 -0.264 0.440
N 0.850 -1.463 -0.853
N 0.022 -1.036 -1.631
O 0.911 1.541 0.548
O 1.313 3.331 0.930
O -0.752 -3.102 -0.372
H -0.179 0.134 0.887
H -0.103 0.569 0.544
H 0.744 -1.565 0.241
H 0.216 0.693 -1.250
H -1.038 -0.909 0.206
H -0.159 -0.679 0.001

=====

5.
An isolated molecule of C2H6N3P. Source: the Open Molecules 2025 dataset; level of theory: ωB97M-V/def2-TZVPD.

LUMO (spin up / spin down) (eV): 0.53 / 0.53
Kohn-Sham gap (spin up / spin down) (eV): 7.5 / 7.5
Relative energy (zero: lowest compared OMol25 entry of this formula, charge and spin) (kcal/mol): 132.9
Total energy (a.u.): -585.2016
SMILES: c1c[pH][nH][nH][nH]1

Last column: natural (NBO) charge in e.
Cartesian coordinates (Å):
C1 0.54622 1.03846 -0.25393  0.0495
C2 -1.04728 1.31815 0.51242  -0.7231
P1 -1.93596 -0.08996 -0.08875  0.7581
N1 -0.73343 -1.31917 -0.34135  -0.7758
N2 0.35288 -1.02234 0.57206  -0.3233
N3 1.20806 -0.10093 0.02230  -0.4359
H1 1.17481 1.86714 -0.71313  0.2047
H2 -1.16255 2.31766 0.29570  0.2000
H3 -2.46607 -0.58165 1.30767  -0.0827
H4 -0.41707 -1.67223 -1.21557  0.3721
H5 0.82849 -1.90413 0.88227  0.3676
H6 2.12216 -0.45635 -0.47926  0.3889

Force components x, y, z for each atom (eV/Å):
C -2.805 2.223 2.778
C 7.627 -2.982 -2.965
P -2.032 -1.485 1.101
N -0.248 0.975 2.564
N 0.169 -2.683 0.309
N 1.602 -0.104 -1.298
H -1.005 -1.134 0.580
H -1.122 2.055 -0.604
H 0.731 0.391 -1.906
H -0.050 0.197 -0.941
H -0.390 1.311 -0.636
H -2.476 1.237 1.018

=====

6.
The ion C2H6N3P with charge +2. Source: the Open Molecules 2025 dataset; level of theory: ωB97M-V/def2-TZVPD.

Charge: +2
LUMO (eV): -11.42
Kohn-Sham gap (eV): 8.1
Relative energy (zero: lowest compared OMol25 entry of this formula, charge and spin) (kcal/mol): 58.2
Total energy (a.u.): -584.6266
SMILES: C1=[NH+]C=[NH+]PN1

Last column: natural (NBO) charge in e.
Cartesian coordinates (Å):
C1 0.06718 -0.57958 1.27649  0.3961
N1 -0.12779 0.81859 0.89896  -0.5426
C2 -0.38798 1.23100 -0.26022  0.4217
N2 -0.92453 -0.03834 -1.33966  -0.8627
P1 0.46124 -0.99725 -1.47174  1.1367
N3 0.51228 -1.34307 0.31417  -0.6642
H1 -0.04863 -0.85782 2.32927  0.3049
H2 -0.18096 1.55245 1.72820  0.5274
H3 -0.45544 2.32614 -0.66914  0.3341
H4 -1.24554 0.61288 -2.12514  0.4778
H5 1.65293 -0.38806 -1.34582  -0.0316
H6 0.67724 -2.33694 0.66463  0.5024

Force components x, y, z for each atom (eV/Å):
C 0.669 0.809 -2.452
N 0.022 0.265 4.503
C -2.902 -1.476 -5.473
N 1.648 6.577 2.520
P -1.127 -3.050 -0.848
N -1.023 -0.799 2.838
H -0.004 0.063 -0.320
H 0.598 -1.657 -1.829
H 0.224 -1.962 1.192
H 0.517 -1.723 0.629
H 1.366 1.714 0.088
H 0.012 1.239 -0.850

=====

7.
The ion C2H6N3S with charge +1. Source: the Open Molecules 2025 dataset; level of theory: ωB97M-V/def2-TZVPD.

Charge: +1
LUMO (spin up / spin down) (eV): -5.59 / -5.59
Kohn-Sham gap (spin up / spin down) (eV): 8.1 / 8.1
Relative energy (zero: lowest compared OMol25 entry of this formula, charge and spin) (kcal/mol): 121.6
Total energy (a.u.): -641.8220

Last column: natural (NBO) charge in e.
Cartesian coordinates (Å):
C1 -0.43270 0.58495 0.21225  -0.3096
C2 0.87964 1.36619 -0.22724  -0.6361
N1 1.50009 -1.10565 0.29729  -0.5912
N2 -0.37608 -0.67808 -0.34466  0.0044
N3 -1.20038 -1.54116 -0.07984  -0.4019
S1 2.21426 0.14386 0.02261  1.0400
H1 -0.40890 0.39128 1.35061  0.2316
H2 -1.27066 1.25551 -0.34373  0.3109
H3 0.76658 1.48719 -1.30662  0.2601
H4 1.12797 2.30250 0.21239  0.2744
H5 -1.82787 -1.70419 0.77783  0.3963
H6 -0.97194 -2.50240 -0.57089  0.4211

Force components x, y, z for each atom (eV/Å):
C 0.422 3.608 1.587
C -1.546 -1.935 -0.642
N -0.618 -1.412 0.553
N 1.180 0.172 -2.686
N -1.430 -5.641 0.491
S 1.056 1.257 -0.230
H -0.924 1.293 -1.399
H 1.378 -1.865 1.859
H 0.391 0.204 -0.105
H -0.150 0.680 0.636
H 1.238 1.136 -1.002
H -0.997 2.503 0.938

=====

8.
The ion C2H6N3S2 with charge +1. Source: the Open Molecules 2025 dataset; level of theory: ωB97M-V/def2-TZVPD.

Charge: +1
LUMO (eV): -4.86
Kohn-Sham gap (eV): 8.0
Relative energy (zero: lowest compared OMol25 entry of this formula, charge and spin) (kcal/mol): 93.8
Total energy (a.u.): -1040.0626
SMILES: [NH3+][C@@H]1CS[N+]([S-])=N1

Last column: natural (NBO) charge in e.
Cartesian coordinates (Å):
N1 -1.14227 0.76485 0.75495  -0.6855
C1 -0.52301 0.23016 -0.55403  0.0379
C2 -0.14260 -1.21378 -0.36812  -0.6462
S1 1.41645 -1.47099 0.57189  0.3803
N2 1.82649 0.36370 -0.08244  -0.3359
S2 3.26388 0.88540 0.03872  0.3235
N3 0.87305 0.95168 -0.66010  -0.2630
H1 -1.96028 0.20967 1.00675  0.4546
H2 -1.22617 1.72720 0.61585  0.4525
H3 -0.37626 0.61412 1.44353  0.4550
H4 -1.01162 0.50635 -1.54898  0.2888
H5 -0.83925 -1.90148 0.19402  0.2640
H6 -0.15840 -1.66687 -1.41203  0.2742

Force components x, y, z for each atom (eV/Å):
N 1.851 -2.342 -0.942
C 3.699 0.603 -0.249
C -0.917 -3.076 -0.851
S -1.038 2.485 -1.425
N -1.921 -2.171 -0.027
S 2.768 0.823 0.505
N -3.135 -0.275 0.056
H -0.313 0.594 0.136
H -0.965 2.203 0.184
H -0.664 0.016 -0.109
H -0.054 -0.370 1.959
H 0.049 1.058 -0.503
H 0.642 0.452 1.265

=====

Question: Which value of relative energy (zero: lowest compared OMol25 entry of this formula, charge and spin) does entry 3 give?
Answer: 0.0 kcal/mol

=====

Copy entry 7 word for word.
The ion C2H6N3S with charge +1. Source: the Open Molecules 2025 dataset; level of theory: ωB97M-V/def2-TZVPD.

Charge: +1
LUMO (spin up / spin down) (eV): -5.59 / -5.59
Kohn-Sham gap (spin up / spin down) (eV): 8.1 / 8.1
Relative energy (zero: lowest compared OMol25 entry of this formula, charge and spin) (kcal/mol): 121.6
Total energy (a.u.): -641.8220

Last column: natural (NBO) charge in e.
Cartesian coordinates (Å):
C1 -0.43270 0.58495 0.21225  -0.3096
C2 0.87964 1.36619 -0.22724  -0.6361
N1 1.50009 -1.10565 0.29729  -0.5912
N2 -0.37608 -0.67808 -0.34466  0.0044
N3 -1.20038 -1.54116 -0.07984  -0.4019
S1 2.21426 0.14386 0.02261  1.0400
H1 -0.40890 0.39128 1.35061  0.2316
H2 -1.27066 1.25551 -0.34373  0.3109
H3 0.76658 1.48719 -1.30662  0.2601
H4 1.12797 2.30250 0.21239  0.2744
H5 -1.82787 -1.70419 0.77783  0.3963
H6 -0.97194 -2.50240 -0.57089  0.4211

Force components x, y, z for each atom (eV/Å):
C 0.422 3.608 1.587
C -1.546 -1.935 -0.642
N -0.618 -1.412 0.553
N 1.180 0.172 -2.686
N -1.430 -5.641 0.491
S 1.056 1.257 -0.230
H -0.924 1.293 -1.399
H 1.378 -1.865 1.859
H 0.391 0.204 -0.105
H -0.150 0.680 0.636
H 1.238 1.136 -1.002
H -0.997 2.503 0.938